Entry 1:
ORCA calculation (ωB97M-V with the def2-TZVPD basis set) on C3H3NO4 as an isolated structure in a non-equilibrium geometry.

```
11
Properties=species:S:1:pos:R:3:forces:R:3:nbo_charge:R:1
O 0.2497 -0.8220 -0.3030 0.12 3.06 -0.22 -0.45
C -1.1290 -1.1913 -0.0772 2.39 -3.24 3.80 0.22
H -0.8655 -1.9137 0.9780 -1.79 1.60 -3.20 0.17
O -1.3987 2.1923 0.0794 -0.64 0.56 -0.48 -0.44
O -1.8529 -0.0831 0.3200 1.20 1.70 -2.01 -0.50
O 2.4295 0.1083 0.3668 -1.39 2.54 -1.82 -0.62
H 3.3048 0.5229 0.2907 -0.37 0.23 -0.16 0.47
C -1.0507 1.0918 -0.0989 -0.82 -1.33 1.78 0.71
N 1.4080 1.3218 -0.2961 -0.56 -4.93 2.32 -0.10
C 0.3215 0.5624 -0.2842 2.34 -0.93 -0.87 0.36
H -1.4168 -1.7895 -0.9756 -0.48 0.73 0.85 0.19
```
Forces are in eV/Å.

Computed properties:
* strongest force on any atom: 5.5 eV Å⁻¹
* relative energy (zero: lowest compared OMol25 entry of this formula, charge and spin): 513.6 kJ/mol
* multiplicity: 1
* orbital gap: 9.4397 eV
* net charge: 0
* E_HOMO: -10.21 eV

Entry 2:
ORCA calculation (ωB97M-V with the def2-TZVPD basis set) on an isolated molecule of C4H6O2.

```
12
Properties=species:S:1:pos:R:3:forces:R:3:nbo_charge:R:1
C -0.8714 -1.1187 -0.1217 -0.06 -0.12 0.06 -0.63
C 0.0187 0.0715 0.1474 0.05 -0.16 -0.11 0.09
H -1.1876 1.6696 -0.8536 0.17 -0.16 0.30 0.19
O -0.5113 0.9932 1.0909 0.16 0.10 0.27 -0.48
H -1.1568 -1.2555 -1.1687 0.20 0.12 0.14 0.23
H 1.9959 -0.1585 1.2391 -0.22 0.15 0.06 0.13
C -0.3078 1.4400 -0.2457 0.10 0.28 -0.16 -0.09
H -1.7669 -0.9702 0.4837 -0.04 -0.09 -0.16 0.24
C 1.4996 -0.2262 0.2516 0.18 -0.20 -0.45 0.42
H -0.3768 -2.0267 0.2284 -0.11 -0.05 -0.10 0.22
H 0.5317 2.1282 -0.3266 -0.21 0.09 -0.23 0.19
O 2.1326 -0.5468 -0.7248 -0.21 0.04 0.36 -0.50
```
Forces are in eV/Å.

Computed properties:
* SMILES: C[C@@]1(C=O)CO1
* strongest force on any atom: 0.5 eV Å⁻¹
* relative energy (zero: lowest compared OMol25 entry of this formula, charge and spin): 197.5 kJ/mol
* multiplicity: 1
* orbital gap: 10.8779 eV
* net charge: 0
* E_HOMO: -10.00 eV

Entry 3:
ORCA calculation (ωB97M-V with the def2-TZVPD basis set) on an isolated molecule of C22H31N3O2 in a non-equilibrium geometry.

```
58
Properties=species:S:1:pos:R:3:forces:R:3:nbo_charge:R:1
H 8.3733 -1.4284 0.7761 0.01 -0.06 0.07 0.21
C -3.7395 -1.3964 0.0489 0.14 0.03 -0.11 0.07
H -3.1995 -0.7777 2.6640 0.09 -0.07 0.00 0.19
H -1.6296 -1.1775 0.0695 -0.11 0.01 0.10 0.23
C -6.1262 -1.7232 -0.0234 -0.09 -0.03 0.06 -0.21
H 7.3302 -1.1065 -1.4425 0.05 0.00 -0.07 0.19
H 6.8688 -2.1106 1.4003 0.02 -0.07 0.07 0.19
H -7.1269 -1.0271 -1.7840 -0.07 0.01 -0.04 0.21
H 3.0330 -0.7068 -1.6757 -0.03 -0.08 0.02 0.22
C -6.1808 -1.1281 -1.2724 -0.08 0.04 -0.09 -0.23
C -1.6306 1.7734 1.5449 -0.48 0.51 0.06 0.68
N -0.7368 0.6363 -1.3308 -1.11 0.74 -0.05 -0.32
C 6.7768 0.0032 1.0185 -0.11 -0.19 0.24 -0.39
C -4.9153 -1.8529 0.6332 0.00 0.00 0.01 -0.25
H 4.8823 -2.4291 -0.1894 -0.09 -0.08 0.04 0.20
N 0.5346 0.1756 -1.2923 1.31 -0.33 0.11 -0.31
H -7.0311 -2.0870 0.4418 -0.07 -0.03 0.03 0.21
H 7.2082 -2.7976 -0.9516 0.05 0.02 -0.08 0.21
H -2.1706 -3.6021 0.4024 0.00 -0.12 -0.03 0.22
H -1.2162 3.8020 1.0549 -0.08 -0.09 0.05 0.24
C -2.1073 -2.9102 1.2385 0.00 0.22 -0.11 -0.60
C -2.4142 -1.4907 0.7650 0.03 -0.07 0.25 -0.27
H -5.0513 -0.2015 -2.8362 0.00 0.03 -0.09 0.21
C -0.7017 1.8755 -0.9696 -0.28 -0.41 -0.50 0.47
H -2.8925 -0.4388 -1.6611 0.09 0.00 -0.02 0.25
H -1.4444 -0.5417 2.4662 -0.13 -0.03 0.01 0.24
C -1.9576 3.0529 0.7750 0.16 -0.06 0.06 -0.49
H 7.0599 0.2713 2.0387 0.05 0.08 -0.02 0.21
H 5.2817 0.3968 -1.2537 0.04 0.03 -0.04 0.19
C 7.2853 -1.3956 0.6873 0.15 0.21 -0.22 -0.40
H 2.9173 1.6235 0.2983 0.05 0.05 -0.04 0.23
H 4.9239 1.0849 1.1079 -0.08 0.01 0.08 0.20
H -2.7529 2.2484 -1.0968 0.09 0.00 -0.06 0.24
C 5.3469 -1.7123 -0.8701 0.22 0.30 -0.22 -0.39
C 6.8639 -1.7862 -0.7252 -0.12 -0.25 0.21 -0.39
H -1.7438 3.6996 -1.2888 -0.11 -0.03 -0.02 0.23
C 3.3063 -0.2613 -0.7179 0.24 0.24 -0.12 -0.38
H -3.4163 1.0000 0.9253 0.06 0.13 0.00 0.40
O -0.5769 1.6160 2.1255 0.45 -0.03 0.10 -0.63
C -3.8041 -0.7987 -1.2050 0.03 -0.01 -0.02 -0.27
H -2.9522 3.4179 1.0313 0.00 0.04 0.01 0.22
H -1.1021 -2.9561 1.6501 0.11 -0.05 0.08 0.21
C 1.2804 1.1561 -0.9073 -0.08 -0.37 -0.12 0.49
H 7.2411 0.7256 0.3427 0.05 0.07 0.00 0.19
H -4.8904 -2.3166 1.6085 0.01 -0.06 0.12 0.21
H 3.2209 1.7811 -1.4331 0.03 0.03 0.05 0.22
C -1.8641 2.7664 -0.7356 0.26 0.16 0.14 -0.44
C -2.4083 -0.5144 1.9541 0.22 -0.18 -0.09 -0.22
C -5.0161 -0.6658 -1.8610 -0.12 0.03 -0.07 -0.20
C 4.8278 -0.3088 -0.5477 -0.38 -0.29 0.22 -0.21
C 2.7410 1.1563 -0.6731 0.02 0.00 0.08 -0.45
H 5.0600 -1.9859 -1.8877 -0.09 -0.05 -0.01 0.21
H 4.7930 -0.6103 1.5814 -0.10 -0.04 0.07 0.20
H -2.8067 -3.2307 2.0069 -0.08 -0.09 0.10 0.20
O 0.5546 2.2793 -0.6967 0.04 0.20 0.04 -0.41
H 2.8298 -0.8564 0.0623 -0.04 -0.10 0.01 0.21
C 5.2594 0.0743 0.8693 0.23 0.26 -0.29 -0.40
N -2.6068 0.8457 1.5072 -0.35 -0.19 0.01 -0.62
```
Forces are in eV/Å.

Computed properties:
* SMILES: C[C@H](CNC(=O)CCc1nnc(CCC2CCCCC2)o1)c1ccccc1
* strongest force on any atom: 1.4 eV Å⁻¹
* relative energy (zero: lowest compared OMol25 entry of this formula, charge and spin): 64.4 kJ/mol
* multiplicity: 1
* orbital gap: 9.8496 eV
* net charge: 0
* E_HOMO: -9.08 eV